A 6-piece molecular cluster, C33H58ClF2O6SSi overall. Source: the Open Molecules 2025 dataset; level of theory: wB97M-V/def2-TZVPD.

Cartesian coordinates (Å):
C 4.1498 3.3313 0.2424
Si 2.6657 2.9659 -0.9763
C 3.2857 3.4027 -2.7883
C 1.1210 4.0218 -0.5216
C 0.3165 3.5383 0.8226
C -1.3326 3.5251 0.6586
F -1.8552 2.7617 1.8532
F -1.8845 4.9111 0.6984
S -1.9486 2.6056 -0.8527
C -3.8186 2.3663 -0.6098
C -4.1861 0.8815 -1.2048
O -4.7880 0.0164 -0.3641
Cl -3.7741 0.4552 -2.9647
C 2.3861 1.0606 -0.9650
C 2.5332 0.2364 0.4792
C 2.3465 -1.3920 0.5171
C 2.0194 -2.2054 -0.8941
C 1.8521 -1.3819 -2.3366
C 2.0383 0.2604 -2.3915
H 3.7480 3.3609 1.3449
H 4.7576 4.2941 -0.0443
H 4.8701 2.3870 0.1287
H 4.0269 2.5294 -3.1241
H 3.8327 4.4540 -2.7979
H 2.3869 3.3564 -3.5707
H 0.4429 4.0988 -1.4940
H 1.5134 5.1314 -0.3273
H 0.5379 4.3643 1.6556
H 0.7414 2.5255 1.2864
H -1.7819 3.4839 -1.9633
H -4.3732 3.2529 -1.1692
H -4.0413 2.4479 0.5554
H 2.7915 0.8917 1.4409
H 2.4934 -1.9489 1.5567
H 1.9207 -3.3815 -0.8280
H 1.6219 -2.0257 -3.3146
H 1.9224 0.7984 -3.4244
C 8.5526 -0.0022 1.3925
C 8.9046 1.0136 2.4485
C 8.3188 2.2846 1.8733
O 7.1770 1.9014 1.0946
C 7.1923 0.4762 0.9342
H 8.5411 -1.0316 1.7593
H 9.2690 0.0596 0.5647
H 8.3997 0.7614 3.3885
H 9.9769 1.0892 2.6460
H 9.0284 2.7818 1.2036
H 8.0146 2.9941 2.6483
H 6.3945 0.0611 1.5598
H 6.9867 0.2202 -0.1089
C -8.4012 -2.7227 -0.7615
C -7.1552 -2.0688 -1.3005
C -6.0628 -2.9335 -0.7100
O -6.6057 -4.2540 -0.5732
C -8.0234 -4.1877 -0.7801
H -9.2990 -2.5066 -1.3461
H -8.5759 -2.3948 0.2702
H -7.1407 -2.1437 -2.3943
H -7.0587 -1.0147 -1.0286
H -5.7758 -2.5852 0.2878
H -5.1684 -2.9665 -1.3388
H -8.2403 -4.6408 -1.7536
H -8.5366 -4.7636 -0.0050
C -10.8123 1.0805 1.4465
C -9.5662 1.7344 0.9074
C -8.4739 0.8697 1.4979
O -9.0167 -0.4508 1.6348
C -10.4345 -0.3845 1.4279
H -11.7101 1.2966 0.8619
H -10.9869 1.4084 2.4781
H -9.5517 1.6596 -0.1863
H -9.4698 2.7885 1.1794
H -8.1869 1.2181 2.4958
H -7.5794 0.8367 0.8692
H -10.6514 -0.8376 0.4544
H -10.9477 -0.9603 2.2029
C 10.5983 -0.8183 -3.4368
C 10.0219 -2.1664 -3.7850
C 8.9182 -2.3134 -2.7603
O 8.4471 -0.9916 -2.4638
C 9.3655 -0.0437 -3.0252
H 11.1428 -0.3474 -4.2591
H 11.2807 -0.9155 -2.5840
H 9.5936 -2.1372 -4.7938
H 10.7510 -2.9798 -3.7464
H 9.2955 -2.7503 -1.8297
H 8.0887 -2.9272 -3.1229
H 8.8801 0.4186 -3.8916
H 9.5853 0.7362 -2.2910
C -3.8426 -2.6176 2.6977
C -3.3408 -3.8102 3.4700
C -1.8427 -3.6976 3.2887
O -1.5428 -2.3009 3.1614
C -2.7724 -1.5855 2.9782
H -4.8409 -2.2885 2.9968
H -3.8646 -2.8515 1.6266
H -3.5981 -3.7003 4.5301
H -3.7428 -4.7634 3.1176
H -1.5151 -4.1949 2.3696
H -1.2858 -4.1185 4.1308
H -2.9817 -1.0388 3.9042
H -2.6614 -0.8637 2.1644

**Net charge**: +1
**HOMO energy**: -10.75 eV

***

A 3-piece molecular cluster, C33H58ClIN2O7 overall. Source: the Open Molecules 2025 dataset; level of theory: wB97M-V/def2-TZVPD.

Cartesian coordinates (Å):
C 3.7340 1.8875 -0.2798
C 3.8956 1.1254 -1.5962
C 2.9153 1.6211 -2.6484
Cl 3.2095 0.7892 -4.2204
C 1.4641 1.5280 -2.2668
C 0.7375 2.6667 -2.1685
C -0.6122 2.6489 -1.7722
N -1.2880 3.8157 -1.6258
C -2.5297 3.7353 -1.2399
C -3.1833 2.4880 -0.9868
C -4.6221 2.4333 -0.5502
C -5.6291 3.1123 -1.4775
C -5.7415 4.6351 -1.4820
I -5.7363 5.5438 0.4389
N -2.5372 1.3551 -1.1055
C -1.2336 1.4152 -1.4949
C -0.4895 0.2319 -1.6049
C 0.8276 0.2804 -1.9714
O 1.6117 -0.8110 -2.0681
C 1.0024 -2.0895 -1.9569
C 0.8868 -2.6444 -0.5069
C 1.3411 -1.6281 0.5408
C -0.5278 -3.2568 -0.2823
C -1.4466 -2.6636 0.7949
C -1.0821 -3.1708 2.1910
C -2.9022 -3.0334 0.4904
H 4.5202 1.5889 0.4126
H 2.7718 1.6754 0.1859
H 3.8132 2.9652 -0.4324
H 4.9100 1.2552 -1.9728
H 3.7465 0.0624 -1.4204
H 3.1299 2.6692 -2.8533
H 1.1887 3.6282 -2.3844
H -3.0646 4.6655 -1.0784
H -4.6985 2.8294 0.4650
H -4.8759 1.3749 -0.4919
H -5.3786 2.8279 -2.5048
H -6.6151 2.6942 -1.2732
H -6.6885 4.9305 -1.9249
H -4.9585 5.1017 -2.0739
H -0.9890 -0.6957 -1.3679
H 0.0259 -2.0540 -2.4412
H 1.6318 -2.7472 -2.5546
H 1.5984 -3.4698 -0.4464
H 1.5430 -2.1179 1.4912
H 0.6154 -0.8357 0.7148
H 2.2704 -1.1527 0.2274
H -0.4178 -4.3168 -0.0340
H -1.0650 -3.2360 -1.2333
H -1.4004 -1.5719 0.7906
H -1.4246 -4.2004 2.3131
H -0.0104 -3.1556 2.3760
H -1.5526 -2.5517 2.9569
H -3.0683 -4.0967 0.6866
H -3.5883 -2.4749 1.1260
H -3.1538 -2.8515 -0.5545
C 2.6301 -7.3504 2.5635
O 1.5597 -8.2319 2.8142
C 0.6070 -7.7804 3.7559
C -0.8145 -7.9009 3.2551
O -1.1383 -7.0534 2.1706
C -0.6483 -7.3506 0.8773
C -1.2506 -8.5707 0.2207
O -0.8113 -9.7736 0.8183
C -1.7987 -10.7648 0.9859
H 3.4274 -7.4648 3.3058
H 3.0342 -7.5915 1.5805
H 2.2988 -6.3069 2.5574
H 0.8039 -6.7396 4.0352
H 0.6862 -8.3906 4.6652
H -1.4554 -7.5559 4.0710
H -1.0748 -8.9417 3.0505
H 0.4432 -7.3969 0.8549
H -0.9571 -6.4938 0.2721
H -0.9441 -8.5587 -0.8342
H -2.3434 -8.4968 0.2539
H -2.7673 -10.3276 1.2482
H -1.4804 -11.4155 1.8001
H -1.9184 -11.3705 0.0813
C 0.2657 5.1732 1.0218
O 1.0805 6.2849 1.3222
C 2.4707 6.0363 1.2789
C 3.2025 6.9866 0.3587
O 2.9005 6.8229 -1.0135
C 1.6730 7.3173 -1.5165
C 1.5945 8.8200 -1.6483
O 1.5142 9.4649 -0.3922
C 2.2775 10.6416 -0.2637
H 0.1095 4.5386 1.9020
H -0.6997 5.5442 0.6808
H 0.7003 4.5719 0.2185
H 2.6703 5.0074 0.9585
H 2.8871 6.1582 2.2876
H 4.2643 6.7352 0.4354
H 3.0824 8.0217 0.6863
H 0.8170 6.9304 -0.9595
H 1.6175 6.9157 -2.5316
H 0.6925 9.0511 -2.2311
H 2.4616 9.1802 -2.2132
H 3.2311 10.5630 -0.7954
H 2.4834 10.7900 0.7962
H 1.7356 11.5164 -0.6395

**Net charge**: 0
**HOMO energy**: -8.63 eV

***

| no. | F_max (Eh/bohr) | molecular weight (g/mol) |
| --- | --- | --- |
| 1 | 0.1902 | 684.42 |
| 2 | 0.0091 | 757.19 |